[1]
Molecular formula: C6H9FS
Method: DFT, wB97M-V/def2-TZVPD

Geometry as ORCA input:
```
! wB97M-V def2-TZVPD RIJCOSX def2/J DEFGRID3
* xyz 0 1
F -0.867 2.264 -0.334
C -0.598 -0.261 0.271
H -1.997 -0.731 -2.011
H -3.440 0.322 -1.609
H 3.178 -2.013 -0.178
H -0.832 0.361 2.370
H -2.380 0.712 0.677
C -0.291 -0.128 1.561
H 0.659 -0.504 2.069
H 4.091 -0.486 0.602
H 2.032 0.750 0.128
C -1.931 0.085 -0.152
H -1.150 1.829 -1.020
C 2.101 -0.274 -0.149
C 3.260 -0.935 0.036
S 0.666 -0.832 -0.931
C -2.502 -0.159 -1.330
*
```

Kohn-Sham gap   9.1 eV
DFT total energy   -19917.7248 eV
E_HOMO   -8.53 eV
Energy relative to the best compared isomer or geometry (same formula, charge and spin)   272.77 kJ/mol

[2]
Molecular formula: C6H9FS
Method: DFT, wB97M-V/def2-TZVPD

Geometry as ORCA input:
```
! wB97M-V def2-TZVPD RIJCOSX def2/J DEFGRID3
* xyz 0 1
S -3.756 0.634 -0.437
F 0.107 -0.331 -0.164
H -1.247 1.628 0.436
H -2.518 1.507 2.394
H 3.917 0.285 -0.148
C 0.697 0.909 -0.102
H -0.896 1.936 -1.221
H 3.099 -0.026 1.244
C 2.991 -0.034 0.190
H -3.858 0.448 3.183
H -0.093 2.839 0.066
H 2.511 2.107 -0.112
C -0.431 1.913 -0.242
H 2.713 -0.966 -0.323
C 1.992 1.103 -0.084
C -3.703 0.697 1.139
C -3.283 0.741 2.351
*
```

Kohn-Sham gap   8.6 eV
DFT total energy   -19917.8141 eV
E_HOMO   -8.74 eV
Energy relative to the best compared isomer or geometry (same formula, charge and spin)   264.15 kJ/mol

[3]
Molecular formula: C6H9FeO6
Method: DFT, wB97M-V/def2-TZVPD

Geometry as ORCA input:
```
! wB97M-V def2-TZVPD RIJCOSX def2/J DEFGRID3
* xyz -1 5
H 2.008 -2.050 3.070
H 2.498 3.396 0.774
O -2.296 0.048 -0.459
H 0.946 3.999 1.314
C 1.453 3.516 0.479
O 0.846 1.626 -0.873
H -4.169 -0.933 -2.035
O 1.557 -1.524 0.047
C -3.257 -0.631 -2.548
H -3.023 -1.336 -3.344
C 1.974 -2.625 2.146
C -2.115 -0.527 -1.576
H 1.534 -3.593 2.405
H -3.443 0.346 -2.996
O 0.424 1.508 1.280
C 1.088 -1.921 1.151
H 2.983 -2.782 1.772
Fe -0.175 -0.131 -0.070
O -0.980 -0.971 -1.887
H 1.381 4.108 -0.427
C 0.869 2.134 0.282
O -0.101 -1.658 1.494
*
```

Kohn-Sham gap (spin up / spin down)   8.8 / 7.7 eV
Expectation value of S²   6.01
DFT total energy   -53045.7464 eV
E_HOMO (spin up / spin down)   -5.18 / -4.08 eV
Energy relative to the best compared isomer or geometry (same formula, charge and spin)   0.00 kJ/mol

[4]
Molecular formula: C6H9I
Method: DFT, wB97M-V/def2-TZVPD

Geometry as ORCA input:
```
! wB97M-V def2-TZVPD RIJCOSX def2/J DEFGRID3
* xyz 0 1
I 0.582 -1.257 3.264
C -0.315 0.413 0.435
C -1.400 0.503 1.482
H 2.119 0.017 0.030
H -0.332 0.610 -2.915
H -0.254 -1.086 -2.494
C 1.597 -0.448 -0.800
C -0.575 -0.150 -1.991
H 2.052 -0.041 -1.695
H -1.581 -0.150 -1.869
H -1.951 -0.371 1.561
H 0.144 1.407 2.725
H -2.040 1.455 1.497
C 0.037 0.496 2.197
H 1.736 -1.484 -0.679
C 0.181 0.087 -0.748
*
```

Kohn-Sham gap   9.2 eV
DFT total energy   -14464.8953 eV
E_HOMO   -8.63 eV
Energy relative to the best compared isomer or geometry (same formula, charge and spin)   206.33 kJ/mol

- Among the records above, which one has the lowest DFT total energy?
  C6H9FeO6

- Which of these has the lowest DFT total energy?
  C6H9FeO6

- Which of these has the highest DFT total energy?
  C6H9I